13
Properties=species:S:1:pos:R:3:forces:R:3:nbo_charge:R:1 method="wB97M-V/def2-TZVPD" e_above_lowest_kcal_mol=52.2 spin_multiplicity=1 smiles="C[C@@H](P)SC=O" energy_ha=-933.2088 charge=0 lumo_energy_ev=0.39 homo_lumo_gap_ev=9.7 homo_ev=-9.35
C -0.580614 1.049420 -0.175113 -1.20 1.31 0.35 -0.6804
C 0.116460 -0.213527 -0.181319 1.12 -3.43 2.70 -0.4436
P 1.691833 -0.475739 -1.118279 0.20 0.41 0.56 0.3201
S 0.409403 -0.957579 1.821228 0.18 0.41 -1.90 0.0665
C -1.225703 -1.471426 2.317595 2.38 0.98 2.50 0.2469
O -1.414843 -1.929598 3.421510 -0.22 -0.42 -1.20 -0.5183
H 0.118539 1.825318 -0.252738 1.15 1.42 0.30 0.2174
H -1.186729 1.223871 -1.049801 -0.51 -0.41 -0.43 0.2325
H -1.189540 1.242363 0.719161 0.13 -0.23 -0.34 0.2352
H -0.452506 -1.094035 -0.394602 -0.78 -0.21 -0.64 0.2168
H 2.606645 -0.021298 -0.112672 -0.23 0.07 -0.34 -0.0114
H 1.859629 -1.811024 -0.703300 -0.06 -0.09 -0.11 -0.0032
H -1.915463 -0.945137 1.741464 -2.16 0.17 -1.45 0.1214